{
  "formula": "C8H10OS",
  "method": "wB97M-V/def2-TZVPD",
  "species": ["C", "C", "C", "C", "C", "C", "C", "C", "O", "S", "H", "H", "H", "H", "H", "H", "H", "H", "H", "H"],
  "positions_angstrom": [[2.08965, 1.12878, -0.06344], [1.88567, 0.35022, -1.14617], [1.19793, 1.39527, 1.03509], [0.14193, 0.61680, 1.14713], [0.54181, -0.25736, -1.24508], [-0.11605, -0.45492, 0.17914], [-2.48336, -0.12221, -0.45815], [-1.46453, -1.07646, 0.12076], [-0.03214, -0.42146, -2.29837], [0.93445, -1.84271, 0.93306], [3.02908, 1.63594, 0.19394], [2.66441, 0.12692, -1.86359], [1.39220, 2.19891, 1.72061], [-0.63064, 0.64931, 1.92710], [-2.30860, 0.26127, -1.44619], [-2.44315, 0.76432, 0.12997], [-3.39475, -0.45765, -0.30334], [-1.30828, -1.91405, -0.43156], [-1.80768, -1.36209, 1.04818], [2.11204, -1.21884, 0.82091]],
  "atomic_forces_ev_per_a": [[1.7, 0.8, 0.1], [0.2, 0.1, 1.2], [-0.8, 0.2, -0.3], [-1.9, 0.1, 0.4], [-0.7, 1.1, 0.5], [2.0, -1.3, -0.7], [3.7, 1.7, -0.2], [-0.1, 2.9, -1.2], [0.2, -0.6, 0.6], [-0.2, -0.5, -0.1], [0.1, -0.3, -1.1], [-0.2, 0.2, -0.2], [0.2, 0.1, 0.2], [0.6, 0.3, 0.0], [0.1, -0.5, -0.7], [0.1, 1.0, 0.8], [-4.5, -1.8, 0.2], [-0.2, -2.6, -1.9], [-0.5, -0.7, 2.4], [0.0, -0.1, 0.1]],
  "mulliken_charge": [-0.127, -0.904, -0.329, -0.685, 0.698, 0.860, -1.438, -1.401, -0.567, -0.193, 0.301, 0.390, 0.432, 0.400, 0.330, 0.408, 0.512, 0.538, 0.595, 0.181],
  "total_energy_ha": -784.188713,
  "smiles": "CC[C@]1(S)C=CC=CC1=O",
  "e_above_lowest_kj_mol": 88.8,
  "homo_lumo_gap_ev": 8.389
}